No. 1
Below is a structure of composition C3H7N3O2, with properties calculated with ωB97M-V/def2-TZVPD.

Gap between HOMO and LUMO ... 0.323 Ha
Energy above the lowest of the compared OMol25 structures with the same formula, charge and spin ... 693.75 kJ/mol
Energy ... -11784.123 eV
LUMO energy ... 0.27 eV

Structure (ORCA input):
```
! wB97M-V def2-TZVPD RIJCOSX def2/J DEFGRID3
* xyz 0 1
O 0.29292 1.88869 0.16388
O 2.53119 -0.81761 -0.32724
N -0.91340 -1.03163 0.21901
N -1.60557 -0.06638 -0.42481
N 1.25315 -0.16493 -0.12377
C 0.29856 -1.06522 0.32480
C -3.04996 -0.01883 -0.02055
C 1.32997 1.19865 0.10140
H -1.19234 0.83349 -0.33637
H 3.07064 -0.85422 0.54712
H -3.68903 -0.71703 -0.88381
H -3.44641 1.27310 -0.06103
H -2.99064 -0.40851 1.26738
H 0.63909 -2.08162 0.63984
H 2.40508 1.53908 0.00680
*
```


No. 2
Below is a structure of composition C3H7N3O2S, with properties calculated with ωB97M-V/def2-TZVPD.

Gap between HOMO and LUMO (alpha / beta) ... 0.294 / 0.294 Ha
Energy above the lowest of the compared OMol25 structures with the same formula, charge and spin ... 405.70 kJ/mol
Energy ... -22619.076 eV
LUMO energy (alpha / beta) ... -0.16 / -0.16 eV

Structure (ORCA input):
```
! wB97M-V def2-TZVPD RIJCOSX def2/J DEFGRID3
* xyz 0 1
S -1.22945 -1.53761 0.49073
O -0.83267 -2.77869 -0.14537
O -2.06746 -1.60325 1.62275
N -1.97440 -0.63994 -0.54550
N 0.60058 -0.61049 1.34513
N -2.91808 0.17782 -0.18508
C 0.93322 0.42318 0.75102
C 2.29356 0.84110 -1.21888
C 1.54564 1.37483 0.09782
H 1.43360 2.42747 0.12446
H 2.17988 1.66824 -2.05751
H -2.75838 1.13917 -0.17148
H 1.84250 0.00168 -1.61060
H -3.56569 -0.25300 0.47892
H 3.29556 0.43608 -0.88999
H 1.22159 -1.06660 1.91358
*
```


No. 3
Below is the molecule C3H7N3O3, with properties calculated with ωB97M-V/def2-TZVPD.

Gap between HOMO and LUMO ... 0.356 Ha
SMILES ... CON(/C=N\O)/C=N/O
Energy above the lowest of the compared OMol25 structures with the same formula, charge and spin ... 720.37 kJ/mol
Energy ... -13831.153 eV
LUMO energy ... 0.77 eV

Structure (ORCA input):
```
! wB97M-V def2-TZVPD RIJCOSX def2/J DEFGRID3
* xyz 0 1
O 1.36281 -1.09117 -0.44388
O -0.76048 2.24131 0.52859
O -3.25338 -0.88904 -0.04228
N 0.24172 -0.23614 -0.32085
N 0.26137 2.19719 -0.38426
N -2.08427 -0.06796 -0.12449
C -1.05834 -0.79670 -0.16667
C 2.23948 -0.76440 0.56502
C 0.55144 1.02491 -0.78939
H 2.52137 0.27888 0.48353
H 1.92035 -1.03617 1.55332
H -1.06568 -1.85047 -0.12245
H -1.43398 1.63304 0.23303
H 3.19951 -1.27042 0.30545
H -3.98284 -0.29561 0.20352
H 1.34091 0.92276 -1.47819
*
```


No. 4
Below is the molecule C3H7N3OS, with properties calculated with ωB97M-V/def2-TZVPD.

Gap between HOMO and LUMO ... 0.347 Ha
SMILES ... N[C@@H](/C=N\O)/C=N\S
Energy above the lowest of the compared OMol25 structures with the same formula, charge and spin ... 557.94 kJ/mol
Energy ... -20572.401 eV
LUMO energy ... 0.13 eV

Structure (ORCA input):
```
! wB97M-V def2-TZVPD RIJCOSX def2/J DEFGRID3
* xyz 0 1
S -2.11874 2.19734 0.80598
O 2.15676 -0.80179 -2.04867
N 1.21976 0.61428 0.13314
N 1.54110 -1.80802 -1.36919
N -1.91477 0.57743 1.23041
C 0.44162 -1.55275 -0.86767
C -1.08087 -0.21455 0.72603
C -0.08103 -0.10199 -0.33596
H -0.31270 -2.33941 -0.49954
H 0.99688 1.50856 0.59544
H 2.24001 -0.00152 -1.26954
H -0.43200 0.51899 -1.10886
H -0.91399 -1.06639 1.31695
H -3.35846 2.13644 1.72453
H 1.61643 0.33337 0.96696
*
```


No. 5
Below is the molecule C3H7N3S, with properties calculated with ωB97M-V/def2-TZVPD.

Gap between HOMO and LUMO ... 0.326 Ha
SMILES ... [H]/N=C(\C)N/C=N\S
Energy above the lowest of the compared OMol25 structures with the same formula, charge and spin ... 386.06 kJ/mol
Energy ... -18526.469 eV
LUMO energy ... 0.44 eV

Structure (ORCA input):
```
! wB97M-V def2-TZVPD RIJCOSX def2/J DEFGRID3
* xyz 0 1
S -2.97218 -0.90605 -0.31509
N -0.15565 0.91751 -0.08289
N -2.73667 0.73877 0.18735
N 0.09963 -1.25564 1.01042
C -1.49746 1.17758 0.37891
C 0.59316 -0.23197 0.25205
C 1.92644 -0.31963 -0.62647
H -1.51067 2.18279 0.78294
H 1.77878 0.50129 -1.63099
H 2.74565 0.02512 0.18592
H 2.32665 -1.48464 -0.94091
H 0.19646 1.89164 -0.18292
H -1.77054 -1.42987 -0.21772
H 0.97639 -1.80691 1.19939
*
```


No. 6
Below is a cluster of 2 separate species, C3H7N3S2 in total, with properties calculated with ωB97M-V/def2-TZVPD.

Gap between HOMO and LUMO ... 0.307 Ha
Energy above the lowest of the compared OMol25 structures with the same formula, charge and spin ... 536.31 kJ/mol
Energy ... -29360.069 eV
LUMO energy ... 0.15 eV

Structure (ORCA input):
```
! wB97M-V def2-TZVPD RIJCOSX def2/J DEFGRID3
* xyz 0 1
S -1.65863 -1.81344 -0.45935
S 0.62208 -1.27941 1.36548
N 2.05073 -0.69134 -1.00623
N -0.47813 -0.06012 1.02868
N 2.37077 0.42920 -0.26793
C -1.47463 -0.24435 0.16110
C -2.21643 1.00878 -0.05545
C 1.35269 -1.46660 -0.26187
H -0.02135 0.78151 1.00699
H -2.40362 1.24945 -1.27009
H 2.53384 0.29993 0.66634
H -1.48934 2.18605 0.37672
H -3.36626 0.76497 0.49050
H 2.99036 1.23119 -0.86196
H 1.18792 -2.39583 -0.91294
*
```


No. 7
Below is a cluster of 2 separate species, C3H7N3S2 in total, with properties calculated with ωB97M-V/def2-TZVPD.

Gap between HOMO and LUMO ... 0.306 Ha
Energy above the lowest of the compared OMol25 structures with the same formula, charge and spin ... 778.20 kJ/mol
Energy ... -29357.562 eV
LUMO energy ... -0.11 eV

Structure (ORCA input):
```
! wB97M-V def2-TZVPD RIJCOSX def2/J DEFGRID3
* xyz 0 1
S 1.42819 1.19643 -0.53339
S -0.53639 -1.37093 -1.02286
N -0.71541 2.40186 -0.58658
N -1.00843 0.01007 -0.20824
N 1.92251 -0.11142 0.54361
C 3.16243 -0.69805 -0.02575
C -2.14389 -0.14596 0.60104
C -0.34114 1.15537 -0.38433
H -1.81080 0.54112 1.32955
H -3.23384 -0.14886 0.12953
H 3.57928 -1.21887 0.99692
H -1.81582 2.58052 -0.57120
H -2.15619 -1.19009 1.11103
H 3.81428 -0.57951 -1.50639
H -0.14478 -2.42169 0.12705
*
```


No. 8
Below is a cluster of 2 separate species, C3H7N4 in total, with properties calculated with ωB97M-V/def2-TZVPD.

Gap between HOMO and LUMO ... 0.360 Ha
Energy above the lowest of the compared OMol25 structures with the same formula, charge and spin ... 184.93 kJ/mol
Energy ... -9176.600 eV
LUMO energy ... -4.04 eV

Structure (ORCA input):
```
! wB97M-V def2-TZVPD RIJCOSX def2/J DEFGRID3
* xyz 1 1
N -0.21119 -0.38001 0.22312
N -0.25063 -0.76404 1.51203
N -1.80685 -0.17317 -2.06798
N 1.87765 0.72632 0.43207
C 0.81280 0.36345 -0.26741
C 1.84383 0.37089 1.68322
C 0.74645 -0.33244 2.26176
H 0.59466 -0.54506 3.32685
H -2.56515 0.53977 -1.76394
H -2.22533 -1.12535 -2.37204
H 2.82335 0.50771 2.25423
H 0.71828 0.80037 -1.31711
H -1.18036 0.33929 -2.75808
H -1.17752 -0.32772 -1.14673
*
```